Molecular formula: C29H71N4O3
Method: DFT, wB97M-V/def2-TZVPD

Results
DFT total energy ... -43299.2149 eV
HOMO ... -14.0 eV
Total charge ... +3
F_max ... 3.2 eV/A

The geometry in XYZ format:
```
107
C29H71N4O3 (wB97M-V/def2-TZVPD)
O 0.0705 -0.8024 -2.3501
O -1.2440 3.0899 -2.3091
O 0.1170 1.3146 -0.5229
N -4.1613 1.3514 1.9425
N 1.1210 -3.2104 2.8402
N 1.1410 4.5011 -3.4692
N 2.3874 -2.3587 -4.1631
C 1.0178 -0.3462 -3.3690
C -4.0718 -0.8702 3.2931
C 2.3384 -2.9215 -2.7405
C -3.6612 0.5087 0.6629
C 0.1368 -4.2019 2.2450
C 1.0244 -0.9047 4.2054
C 0.3471 -1.9322 3.2095
C -2.1090 3.1500 1.9978
C -2.8456 -0.7068 1.0920
C 1.7854 -4.9741 0.5187
C 1.8297 3.6958 -2.3598
C -2.9468 2.0401 2.7194
C 2.9179 -4.1130 1.1150
C 0.1661 0.3329 4.4667
C 3.7643 -1.6950 -4.3202
C 0.8522 -5.4441 1.6279
C 1.7273 -4.0392 4.0786
C 2.1515 5.5334 -3.9534
C 0.8924 3.5598 -4.6603
C -4.9229 0.2943 2.9258
C 2.2195 -3.4640 -5.1377
C -3.5922 -1.6365 2.0219
C -0.1526 5.1667 -3.0341
C 1.2089 -1.3620 -4.4279
C -5.0067 2.4974 1.4376
C -1.0640 3.7521 2.9524
C -0.8646 4.4221 -1.8531
C 2.3820 -2.9067 1.9461
C 1.0042 1.3601 0.5653
H -2.6792 -1.1996 0.1341
H -4.6025 3.0199 0.5706
H 1.4580 2.6967 -2.1326
H -0.6170 -4.5047 2.9717
H -5.7810 1.8962 0.9610
H -0.6850 3.0146 3.6600
H 2.0118 -0.6071 3.8526
H -5.7946 -0.0911 2.3967
H -5.2498 0.7747 3.8479
H 2.9880 4.9670 -4.3626
H 1.8671 3.4006 -5.1214
H -0.6671 2.5262 -1.7885
H 3.8261 -0.8619 -3.6201
H 1.3823 -3.4209 -2.5840
H -1.7507 4.9230 -1.4631
H 2.8522 3.4950 -2.6798
H -1.4940 4.5790 3.5175
H -1.8178 -0.4371 1.3350
H -2.2330 1.2265 2.8482
H 3.8013 -1.2407 -5.3104
H 1.3325 -4.5382 -0.3718
H -0.2019 4.1790 2.4399
H -3.2459 -0.6398 3.9660
H 2.5296 -3.2129 -6.1520
H -2.6329 3.9823 1.5278
H 1.2007 0.3727 0.9831
H -1.5837 2.6636 1.1759
H 1.1594 -3.6615 -4.9790
H 0.2631 -1.8749 -4.6026
H 1.9299 4.2832 -1.4470
H 3.5532 -4.7652 1.7142
H 0.7994 1.9976 1.4254
H 0.1889 4.0857 -5.3059
H 2.2085 -4.9570 3.7407
H 0.4213 2.6650 -4.2533
H -3.1198 1.1927 0.0093
H 2.2121 -5.9186 0.1811
H -4.3971 -2.0208 1.3954
H -3.0821 -2.5719 2.2518
H 0.4784 1.2356 3.9417
H -0.1872 4.4334 -0.9992
H -0.0547 -0.1480 -1.6590
H 3.0801 -2.4154 2.6239
H 2.4220 -3.3408 4.5453
H 1.8859 0.1145 -2.8976
H 2.4699 -2.0835 -2.0560
H 0.1023 -1.5153 2.2326
H 0.0328 -6.0408 1.2271
H -0.5367 -2.2740 3.7481
H 2.2316 6.2605 -3.1453
H -5.4268 3.1119 2.2339
H -3.3439 2.2683 3.7085
H 3.1194 -3.6791 -2.6747
H 0.7440 0.5244 -3.9650
H 2.0833 -2.2504 1.1287
H -4.7461 -1.5036 3.8695
H 1.9489 1.7821 0.2224
H 0.9318 -4.1367 4.8175
H -4.4951 0.1770 0.0443
H 1.6692 6.0253 -4.7981
H 1.3042 -6.1831 2.2895
H 1.4072 -0.9459 -5.4157
H 3.7518 -3.8032 0.4851
H 0.4675 0.6162 5.4752
H 1.1311 -1.4110 5.1647
H 0.1561 6.1891 -2.8160
H -0.4912 -3.7821 1.4591
H 2.7729 -4.3714 -4.8958
H 4.4455 -2.5437 -4.2587
H -0.9115 0.2115 4.3566
H -0.7536 5.3799 -3.9181
```

Atom charges from the Mulliken analysis, given in e for atoms 1 to 6: O -0.5430; O -0.5684; O -0.4108; N 0.1372; N 0.3503; N 0.1235


Molecular formula: C29H72N4O9
Method: DFT, wB97M-V/def2-TZVPD

Results
DFT total energy ... -55612.5911 eV
HOMO ... -7.8 eV
Total charge ... 0
F_max ... 14.5 eV/A

The geometry in XYZ format:
```
114
C29H72N4O9 (wB97M-V/def2-TZVPD)
O -0.5720 0.0638 0.9840
O -1.0265 0.7473 -5.1487
O -1.6856 0.8362 3.6260
O 6.2354 -1.7008 0.2662
O -0.0878 -3.8953 0.2426
O -2.3271 5.9405 -1.1921
O 2.2458 -2.8369 -2.4107
O -0.5073 -2.5274 -1.5534
O -5.6535 -0.5679 1.1433
N -4.8506 0.5262 3.5773
N 0.7594 -0.4552 -1.5146
N 4.9537 -1.3724 0.6202
N -1.6221 3.2633 -3.6330
C -1.4702 5.2563 -1.9999
C -4.8566 0.2832 0.3360
C 1.9780 -0.4603 -2.4002
C -1.7449 7.0763 -0.5375
C -6.6863 0.0604 1.8759
C -0.6199 0.9606 -0.0771
C -3.9518 1.6906 3.7942
C 2.5443 -1.8777 0.5257
C 2.3078 -0.7748 1.6393
C 4.0480 -3.2363 -0.7828
C 3.9534 -2.5225 0.6110
C 4.8409 -0.2328 1.5681
C -0.4480 1.0351 -3.8545
C 5.7461 0.9868 1.2891
C 3.3732 0.3011 1.4923
C -0.7259 0.0918 4.3255
C 3.8675 -3.4627 1.8353
C -1.7766 0.0667 1.8084
C -1.2612 -3.5999 0.9865
C 5.2310 -0.7011 3.0643
C 1.9808 -4.0643 -3.0087
C -6.0448 1.0357 2.9085
C 0.7712 0.7984 -0.8026
C -0.2571 -0.1831 -5.8963
C -2.3349 4.1317 -2.6283
C -1.8884 -2.1717 -1.6438
C 2.0455 -1.7303 -3.2889
C -1.2128 2.0389 -2.9549
C -2.6865 1.3478 4.6232
H 5.4720 1.7831 1.9811
H 3.4181 -4.1244 -0.8341
H -2.0803 -1.0987 -1.6430
H -0.9191 -0.5440 -6.6834
H 6.2613 -1.0353 3.1869
H -1.2209 -0.6861 4.9067
H -2.1150 3.0052 -4.4759
H 4.8115 -3.8392 2.2293
H 2.3321 -1.4593 -0.4582
H 0.0041 -1.0492 -5.2883
H -1.0935 5.9632 -2.7392
H -2.8859 0.6764 5.4584
H -0.5380 4.9196 -1.5465
H 2.3536 -4.7983 -2.2944
H -4.1836 -0.1715 -0.3909
H -0.9222 7.3797 -1.1850
H 0.9097 1.6859 -1.4201
H 1.6454 0.9053 -0.1603
H -1.7111 0.8942 2.5149
H 3.4765 -2.8520 2.6491
H 3.7369 -2.4516 -1.4724
H -0.0994 -3.3296 -0.5329
H -4.4660 2.4035 4.4388
H -2.3840 7.9582 -0.4942
H -2.5382 3.6161 -1.6898
H 4.5327 -1.4357 3.4655
H -2.6295 -2.7222 -1.0643
H -4.4545 -0.2044 3.0032
H 2.2555 -4.1957 -4.0553
H 6.7801 0.7175 1.5048
H -3.5627 2.1787 2.9006
H 1.9682 0.3775 -3.0973
H 0.5370 1.4714 -4.0206
H 5.3328 0.0818 3.8158
H -2.7222 0.0479 1.2666
H -5.6191 0.8863 -0.1569
H -0.4709 0.1103 -3.2780
H 2.9324 -0.4036 -1.8767
H -2.1652 -2.4152 -2.6696
H -0.5824 1.9870 0.2877
H -0.1193 0.6559 5.0339
H 0.7730 0.0146 -6.1928
H -1.3051 -4.3605 1.7660
H -1.2792 6.8331 0.4175
H -5.9411 2.0041 2.4191
H -1.2569 -2.5489 1.2752
H 5.0780 -3.5526 -0.9477
H 0.8718 -1.1239 -0.7661
H -7.2251 0.5979 1.0956
H 2.3885 -1.0709 2.6852
H 3.2568 0.9517 2.3591
H -0.0788 -0.4415 3.6291
H -2.3013 2.2743 5.0490
H -2.0386 1.5239 -2.4639
H -2.0450 -3.9059 0.2936
H 1.7369 -2.5786 0.7379
H 0.9070 -4.2512 -3.0196
H 5.5706 1.3810 0.2882
H 0.0000 -1.7529 -1.8073
H 1.3202 -0.3574 1.4427
H -6.7581 1.1855 3.7190
H -1.9451 -0.8565 2.3628
H 1.1246 -1.8966 -3.8479
H 3.2864 -4.3122 1.4766
H -1.5282 0.7946 -0.6563
H -3.1498 4.6138 -3.1682
H -4.2349 0.8925 0.9921
H -7.2539 -0.7408 2.3493
H -0.5493 2.3750 -2.1582
H 6.5849 -2.0052 1.1070
H 3.2712 0.9796 0.6453
H 2.8602 -1.7204 -4.0130
```

Atom charges from the Mulliken analysis, given in e for atoms 1 to 6: O -0.3845; O -0.4407; O -0.1653; O -0.5135; O -0.6959; O -0.3402


Molecular formula: C29H73AsCl2F6N5O11
Method: DFT, wB97M-V/def2-TZVPD

Results
DFT total energy ... -163416.5950 eV
HOMO ... -7.1 eV
Total charge ... -1
F_max ... 6.0 eV/A

The geometry in XYZ format:
```
127
C29H73AsCl2F6N5O11 (wB97M-V/def2-TZVPD)
As -10.7293 -31.1700 -22.2392
Cl -5.8043 -37.0837 -17.5702
Cl -3.6933 -36.3029 -19.2975
F -10.6218 -32.4302 -20.9572
F -9.6889 -30.1084 -21.2656
F -11.5876 -32.3398 -23.3222
F -10.9816 -29.9097 -23.5389
F -12.2880 -30.6697 -21.5902
F -9.2473 -31.8002 -22.9874
O -14.7330 -25.7127 -12.8332
O -13.6748 -39.7508 -27.4236
O -13.4861 -25.8870 -31.7968
O -18.1489 -30.8848 -28.4388
O -18.4007 -24.6854 -21.2288
O -18.8576 -29.2352 -29.8497
O -14.5016 -38.3007 -14.5009
O -12.2945 -20.8907 -24.3702
O -14.5781 -39.6061 -12.6523
O -19.7611 -31.3870 -29.9023
O -15.2749 -37.4568 -12.5258
N -11.7059 -25.8342 -15.0761
N -11.5919 -36.8010 -27.6095
N -12.9866 -27.3424 -29.5887
N -11.8215 -23.6891 -23.8709
N -17.4904 -27.2261 -22.2760
C -13.7564 -40.5686 -28.6632
C -13.1064 -27.3247 -31.9558
C -18.9428 -30.4402 -29.3796
C -20.5767 -31.0183 -30.9858
C -14.6638 -37.0062 -15.0397
C -11.5728 -29.0383 -30.6764
C -18.5655 -28.4256 -20.4566
C -13.3534 -25.7623 -13.2176
C -13.6650 -27.1218 -15.3292
C -5.3291 -36.9914 -19.2816
C -17.8748 -32.2484 -28.1514
C -13.1257 -25.8131 -14.7551
C -14.8514 -26.0919 -11.4106
C -13.3154 -20.0291 -23.7989
C -19.1139 -23.6149 -20.6541
C -10.6615 -23.3148 -21.9364
C -14.6511 -39.7950 -11.2330
C -11.2844 -21.3504 -23.4028
C -11.8690 -38.2051 -27.5005
C -18.9959 -32.9084 -27.2819
C -14.8947 -38.4223 -13.1536
C -11.6720 -22.7339 -22.8335
C -13.5078 -25.1090 -33.0310
C -18.5243 -27.1208 -21.2802
C -12.1779 -27.6417 -30.7246
C -11.2870 -38.7386 -26.1999
C -13.3576 -38.3953 -27.6486
C -18.2791 -25.8744 -20.3772
C -15.9689 -36.7497 -15.6701
H -15.5285 -39.3976 -10.7226
H -12.6312 -27.9378 -28.8544
H -11.8140 -36.3762 -26.7205
H -11.5657 -25.6365 -16.0566
H -15.7926 -25.8732 -10.9063
H -18.8535 -33.9881 -27.2366
H -10.2932 -21.3898 -23.8547
H -10.2145 -38.5498 -26.1536
H -13.1364 -40.1430 -29.4523
H -12.0964 -24.6085 -23.5558
H -13.6282 -37.9772 -28.6181
H -11.1177 -20.6216 -22.6095
H -5.3595 -37.9588 -19.7828
H -12.3307 -29.8055 -30.8346
H -13.8604 -39.2433 -10.7246
H -19.4985 -27.0268 -21.7600
H -11.4572 -39.8143 -26.1566
H -10.8887 -23.6824 -24.2582
H -17.5875 -28.7038 -20.0638
H -12.9778 -24.8161 -12.8280
H -18.7666 -29.1468 -21.2487
H -14.1543 -19.8228 -24.4636
H -9.6531 -23.4559 -22.3253
H -20.0675 -23.7723 -20.1502
H -5.9572 -36.3409 -19.8904
H -17.2555 -25.8514 -20.0032
H -16.7720 -37.1325 -15.0404
H -12.4675 -25.1278 -33.3562
H -16.8723 -32.3293 -27.7313
H -13.9510 -37.8163 -26.9410
H -16.0807 -35.7011 -15.9460
H -19.3383 -22.8944 -21.4406
H -12.6123 -27.4505 -32.9191
H -18.4563 -23.0229 -20.0176
H -13.8350 -24.0931 -32.8101
H -21.0915 -31.8593 -31.4504
H -13.3476 -28.0311 -14.8187
H -13.6821 -20.5234 -22.8993
H -19.3320 -28.3795 -19.6831
H -18.8856 -25.8994 -19.4718
H -14.1989 -25.4927 -33.7815
H -11.1817 -24.2480 -21.7208
H -19.1825 -32.4840 -26.2955
H -14.8200 -40.5988 -28.8999
H -11.3406 -26.7674 -14.9505
H -11.4010 -26.8782 -30.7645
H -13.5874 -25.0103 -15.3300
H -13.4162 -41.6024 -28.6023
H -14.7321 -27.1804 -15.1147
H -13.9820 -27.9683 -31.8702
H -16.1350 -37.3744 -16.5477
H -17.5467 -27.9619 -22.9656
H -16.6494 -27.4121 -21.7485
H -21.4645 -30.4467 -30.7153
H -14.6862 -27.1682 -11.3618
H -11.0716 -29.1797 -29.7188
H -10.5737 -22.7774 -20.9921
H -11.3622 -38.8137 -28.2494
H -13.4414 -27.4134 -16.3554
H -14.0685 -25.6464 -10.7968
H -12.9395 -26.6088 -12.6698
H -13.9510 -27.5632 -29.7919
H -19.9311 -32.7407 -27.8162
H -20.0384 -30.5103 -31.7860
H -14.6185 -40.8013 -10.8153
H -17.9405 -32.8106 -29.0829
H -12.9588 -19.0458 -23.4925
H -11.8531 -38.3130 -25.3713
H -10.7378 -29.2390 -31.3477
H -10.5852 -36.7416 -27.5534
H -12.5461 -22.6628 -22.1862
H -14.3874 -36.2197 -14.3376
H -13.9495 -36.8951 -15.8556
```

Atom charges from the Mulliken analysis, given in e for atoms 1 to 6: As 1.9794; Cl -0.1451; Cl -0.1534; F -0.5051; F -0.4812; F -0.5133


The evaluated LUMO for the records listed, in turn: -0.2165 0.0167 0.0695 hartree.